# 1
Entry from the Open Molecules 2025 dataset: an isolated molecule of C5H6FN (ωB97M-V/def2-TZVPD).

* relative energy (zero: lowest compared OMol25 entry of this formula, charge and spin): 177.52 kJ/mol
* E_LUMO: 0.922 eV
* F_max: 4.042 eV Å⁻¹
* E_tot: -348.6646 a.u.

```
! RIJCOSX wB97M-V def2-TZVPD def2/J DEFGRID3
* xyz 0 1
C 2.1438 0.1276 0.5630
C 0.6281 0.2151 0.3627
C -0.0467 -0.2346 -0.6528
C -1.7169 -0.2651 -0.8281
F -1.9983 -1.6009 -0.8439
C -2.3315 0.2853 0.3481
N -2.7678 0.8076 1.2833
H 2.6866 -0.8126 0.3946
H 2.6586 0.7900 -0.0212
H 2.3743 0.3102 1.6689
H 0.1377 0.9256 0.9286
H 0.3102 -0.8423 -1.4522
H -2.0781 0.2943 -1.7509
*
```


# 2
Entry from the Open Molecules 2025 dataset: an isolated molecule of C5H6FNO (ωB97M-V/def2-TZVPD).

* relative energy (zero: lowest compared OMol25 entry of this formula, charge and spin): 226.34 kJ/mol
* E_LUMO: 0.989 eV
* F_max: 2.750 eV Å⁻¹
* E_tot: -423.9333 a.u.

```
! RIJCOSX wB97M-V def2-TZVPD def2/J DEFGRID3
* xyz 0 1
C 0.7144 -1.0917 -2.0345
O 0.6258 0.2246 -1.4555
C 0.0909 0.3241 -0.2164
C 0.0218 1.5285 0.4046
N -0.4458 1.3742 1.6324
C -0.7242 0.0480 1.9000
C -0.4895 -0.5725 0.7347
F -0.7025 -1.8974 0.5019
H 1.1918 -1.8127 -1.3389
H 1.3301 -0.8693 -2.8641
H -0.2453 -1.5104 -2.3515
H 0.3798 2.4635 0.0220
H -0.5978 2.1296 2.2726
H -1.1494 -0.3385 2.7927
*
```


# 3
Entry from the Open Molecules 2025 dataset: an isolated molecule of C5H6FNO (ωB97M-V/def2-TZVPD).

* relative energy (zero: lowest compared OMol25 entry of this formula, charge and spin): 265.32 kJ/mol
* E_LUMO: 0.469 eV
* F_max: 5.704 eV Å⁻¹
* E_tot: -423.9184 a.u.

```
! RIJCOSX wB97M-V def2-TZVPD def2/J DEFGRID3
* xyz 0 1
O -1.7724 -0.2863 1.0981
C -1.0821 -0.0803 0.0138
F -1.9911 -0.1870 -1.1252
C -0.3133 1.1031 -0.2140
C 1.0119 1.2364 -0.2559
C 1.9022 -0.0120 -0.1799
N 1.4117 -1.1543 -0.1605
C 0.0103 -1.3655 -0.0633
H -2.4598 0.3312 1.3339
H -0.7832 2.0656 -0.1288
H 1.4212 2.2934 -0.3087
H 2.9865 0.0008 -0.0775
H -0.0447 -1.9123 0.9421
H -0.2973 -2.0328 -0.8742
*
```


# 4
Entry from the Open Molecules 2025 dataset: an isolated molecule of C5H6FNO (ωB97M-V/def2-TZVPD).

* relative energy (zero: lowest compared OMol25 entry of this formula, charge and spin): 442.32 kJ/mol
* E_LUMO: 0.826 eV
* F_max: 14.675 eV Å⁻¹
* E_tot: -423.8510 a.u.

```
! RIJCOSX wB97M-V def2-TZVPD def2/J DEFGRID3
* xyz 0 1
C 0.8931 0.5931 2.3125
C 0.4776 0.2321 0.9692
N -0.4387 0.6029 0.0852
C -0.2715 0.0125 -0.9553
C -1.4198 0.0691 -1.8578
C 0.7222 -0.7619 -0.9038
F 1.1974 -1.7099 -1.6983
O 1.2584 -0.8139 0.4052
H 0.3492 1.4081 2.5274
H 2.0306 0.5920 2.4716
H 0.5133 -0.2337 3.1313
H -2.2570 -0.8094 -1.3992
H -1.0216 -0.2605 -2.9647
H -2.0333 1.0796 -2.1232
*
```


# 5
Entry from the Open Molecules 2025 dataset: a cluster of 2 separate species, C5H6FO4S in total (ωB97M-V/def2-TZVPD).

* relative energy (zero: lowest compared OMol25 entry of this formula, charge and spin): 2.99 kJ/mol
* E_LUMO: 3.561 eV
* F_max: 4.291 eV Å⁻¹
* E_tot: -993.1322 a.u.

```
! RIJCOSX wB97M-V def2-TZVPD def2/J DEFGRID3
* xyz -1 1
C -0.7643 2.6601 -0.2855
C -0.3154 1.4744 -0.6988
C -1.8642 -0.9869 -0.3027
C 1.3326 -1.7195 1.0266
C -0.2587 0.3086 0.1351
O -2.7087 -0.4171 -0.8553
O -1.4749 -1.9977 0.1830
O 2.4024 0.1114 -0.6125
O 0.7362 -1.4472 -1.4628
F -0.2197 0.6354 1.4938
S 1.1751 -0.5970 -0.3458
H -0.8200 3.3288 -1.0821
H -1.0973 2.9021 0.6994
H -0.0220 1.4443 -1.7242
H 1.6291 -1.1622 1.9915
H 0.2450 -2.1322 1.1459
H 2.0249 -2.4054 0.6944
*
```


# 6
Entry from the Open Molecules 2025 dataset: a structure of composition C5H6GdO4 (ωB97M-V/def2-TZVPD).

* relative energy (zero: lowest compared OMol25 entry of this formula, charge and spin): 0.00 kJ/mol
* E_LUMO (alpha / beta): -9.288 / -9.306 eV
* F_max: 4.804 eV Å⁻¹
* E_tot: -1259.9508 a.u.

```
! RIJCOSX wB97M-V def2-TZVPD def2/J DEFGRID3
* xyz 2 9
C 1.1769 -0.9019 0.0166
C -0.0568 -1.4861 0.5143
H 2.1346 -1.3874 0.2379
H 0.9218 -0.6111 1.2969
H 0.1865 -2.3079 1.1860
Gd 1.0047 -0.3899 -2.2457
C -1.5011 -1.3810 0.2219
O -2.0175 0.0013 0.3713
C -1.3065 1.0170 0.0369
O -0.1579 0.9616 -0.4443
O -1.7558 2.1352 0.5309
H -2.1354 -1.9200 0.9355
H -1.8166 -1.7440 -0.7628
H -1.1050 2.8452 0.4324
C 3.5356 3.0209 -1.0022
O 2.8924 2.1481 -1.3254
*
```


# 7
Entry from the Open Molecules 2025 dataset: a structure of composition C5H6I2N2O2 (ωB97M-V/def2-TZVPD).

* relative energy (zero: lowest compared OMol25 entry of this formula, charge and spin): 170.31 kJ/mol
* E_LUMO (alpha / beta): -1.824 / -1.826 eV
* F_max: 5.283 eV Å⁻¹
* E_tot: -1049.3997 a.u.

```
! RIJCOSX wB97M-V def2-TZVPD def2/J DEFGRID3
* xyz 0 1
C -0.9739 -0.5444 1.1793
C 0.8480 0.1932 -0.2194
C -1.8703 0.0576 0.1345
C 1.2596 -0.5387 2.0672
C 0.1267 0.6063 -2.4944
N 0.3093 -0.2281 1.0159
N 0.0491 -0.0613 -1.2903
O -1.3960 -1.2913 2.0615
O 1.9593 0.6288 -0.2672
I -3.2797 -1.1528 -0.6208
I -2.1328 2.1386 0.1459
H 0.8773 -1.4409 2.5743
H 2.2338 -0.9613 1.6669
H 1.5411 0.3347 2.5026
H -0.1631 1.6292 -2.4066
H 1.1693 0.4982 -2.7208
H -0.5577 0.1322 -3.3287
*
```


# 8
Entry from the Open Molecules 2025 dataset: a structure of composition C5H6INO3S (ωB97M-V/def2-TZVPD).

* relative energy (zero: lowest compared OMol25 entry of this formula, charge and spin): 602.06 kJ/mol
* E_LUMO: -1.180 eV
* F_max: 6.056 eV Å⁻¹
* E_tot: -1170.1322 a.u.

```
! RIJCOSX wB97M-V def2-TZVPD def2/J DEFGRID3
* xyz 0 1
C -1.2287 -0.3930 0.1214
C 1.3438 1.7160 -1.2834
C -0.4282 0.8327 -0.2324
C -0.3932 -1.2223 1.0161
C 1.0540 -1.4651 0.8979
N 0.2106 0.8735 -1.3897
O 1.8195 -0.6616 0.0653
O 2.2837 1.2465 1.6645
O 0.5513 -0.5738 1.8298
S 1.3772 0.7774 0.6241
I 0.7622 -0.8905 -2.4352
H -2.1748 -0.0216 0.4538
H -1.5206 -0.9655 -0.8916
H 2.1873 1.4654 -1.9665
H 1.1103 2.6845 -1.2145
H -0.6434 1.8447 0.0532
H -0.9370 -2.1118 1.5364
*
```


# 9
Entry from the Open Molecules 2025 dataset: a structure of composition C5H6LiMnO2 (ωB97M-V/def2-TZVPD).

* E_LUMO (alpha / beta): -9.356 / -9.419 eV
* F_max: 3.911 eV Å⁻¹
* E_tot: -1502.2888 a.u.

```
! RIJCOSX wB97M-V def2-TZVPD def2/J DEFGRID3
* xyz 2 7
C -0.2614 -0.4853 -0.4587
C -0.7120 -1.5032 0.4022
H -0.0205 -2.0731 1.0293
H -1.6857 -1.9377 0.1557
O -0.7437 -0.5443 -2.7568
C -0.7039 0.1045 -1.6072
Mn -1.7185 -0.6381 -4.1717
H -0.8037 1.2004 -1.6326
C -0.2407 0.4247 1.0654
C 1.2394 0.5086 1.2760
O 1.9382 1.5034 1.1549
Li 3.7120 2.0254 1.1764
H -0.4420 1.4889 1.3279
H -1.2788 0.3574 1.4269
H 1.7215 -0.4316 1.6125
*
```


# 10
Entry from the Open Molecules 2025 dataset: a structure of composition C5H6LiO2Pr (ωB97M-V/def2-TZVPD).

* E_LUMO (alpha / beta): -11.107 / -11.091 eV
* F_max: 2.948 eV Å⁻¹
* E_tot: -867.9190 a.u.

```
! RIJCOSX wB97M-V def2-TZVPD def2/J DEFGRID3
* xyz 3 4
C 0.6000 0.0380 0.6521
C -0.4497 -0.4856 1.4705
H -1.0937 0.2208 2.0075
H -0.2148 -1.4537 1.9287
O 2.9264 0.2042 0.3419
C 1.7494 -0.3296 0.0530
Pr 5.3313 -0.4109 1.1599
H 1.7077 -0.9703 -0.8433
C -1.1425 -0.5238 -0.2178
C -1.4567 0.8519 -0.7204
O -1.5389 1.1565 -1.9005
Li -1.7396 2.6460 -2.9791
H -2.0909 -0.9746 -0.5909
H -0.8072 -1.5561 -0.4045
H -1.7809 1.5872 0.0430
*
```


Question: What is the E_tot in the third record?
Answer: -423.9184 a.u.


Question: What is the formula in the fourth record?
Answer: C5H6FNO